138
Properties=species:S:1:pos:R:3:forces:R:3 method="wB97M-V/def2-TZVPD" mol_weight_g_mol=805.050 homo_ha=-0.3283 de_lowest_ev=11.708 smiles=COCCOCCOC.COCCOCCOC.COCCOCCOC.COCCOCCOC.COCCOCCOC.COCCOCCOC
O -0.22540 -1.47047 -3.62914 -0.7 0.0 0.2
O 2.45765 -2.28716 -4.48226 0.1 0.2 0.0
O -7.88684 3.70066 0.42226 -0.5 0.7 -0.8
O 10.09078 -5.64836 1.73314 -0.3 0.5 0.3
O -4.09788 0.46775 2.47142 0.5 -0.3 -0.1
O 5.42042 -3.59446 -2.24679 0.6 -0.8 0.0
O -5.21445 3.28637 -0.55752 0.4 -0.4 0.1
O -2.45447 2.37952 -1.18961 0.1 -0.2 -0.5
O -3.46877 -1.06074 0.29729 -4.2 0.5 -1.7
O -0.45770 -0.46314 1.28914 -0.2 0.2 0.6
O 3.00789 -2.45218 -7.22150 -0.3 -0.4 0.1
O 1.04222 2.90667 2.59137 -0.3 -0.4 -1.1
O 3.35872 -3.59830 0.98800 0.8 -0.1 -0.3
O -0.24925 -3.34284 1.10784 0.0 -0.3 -0.4
O -2.14168 6.68268 0.49209 0.2 0.2 0.4
O 8.06124 -3.48058 0.28624 1.1 0.3 -0.2
O -4.86943 3.04539 3.63236 0.5 0.8 0.0
O -1.59424 4.67016 2.57705 -0.1 -0.4 0.3
C -4.67189 1.99743 -0.34815 0.6 -0.3 0.7
C -2.07116 5.28404 0.31099 0.1 -0.4 0.0
C 11.07655 -5.01602 0.93880 0.8 -1.2 0.2
C -0.38373 -0.17997 -3.08596 1.2 0.1 -1.1
C -1.90313 2.84200 -2.39598 -0.1 1.1 -0.3
C 2.15515 -1.45979 -6.69457 0.3 0.3 0.1
C -2.96794 7.29400 -0.48343 0.5 -0.5 0.3
C -4.76630 4.45863 3.83467 -1.6 -0.3 0.1
C -4.68120 -1.26355 0.95977 -1.3 -0.8 -0.7
C 2.30366 3.44944 2.87950 0.3 -0.8 0.9
C -3.85579 0.91629 3.78146 -0.8 1.0 0.6
C -9.14389 3.22533 0.83423 0.9 -1.2 1.0
C -6.82953 3.36527 1.25997 0.1 -0.7 0.9
C -1.59650 -1.30653 1.28548 2.2 -0.3 0.4
C -5.54574 3.87717 0.68212 0.5 1.0 -0.2
C 2.52977 -1.11102 -5.25478 0.2 0.4 -0.3
C 1.05215 -3.11846 1.61460 -0.1 0.0 0.1
C 0.61427 -2.35372 -2.91112 -0.2 0.2 -0.2
C 2.09639 -2.09283 -3.13720 -0.6 -0.7 0.3
C -4.62319 -0.85211 2.40934 0.2 1.1 0.3
C 6.45115 -4.20618 -1.48769 0.4 0.6 -0.3
C -1.29405 -2.71077 1.80352 -0.6 0.6 0.1
C 3.64485 -4.82596 1.65149 -1.3 0.7 0.3
C -3.24592 -1.66688 -0.94568 -1.4 -0.2 -1.4
C -0.58438 4.46146 3.53612 0.6 -0.1 0.2
C 2.04021 -3.47598 0.51312 -0.3 0.5 -0.3
C -3.60605 1.59835 -1.34100 -1.3 -0.9 -0.4
C 7.00749 -3.11930 -0.56607 -1.3 -0.2 0.9
C 9.03260 -4.78013 2.09832 -0.1 0.5 -1.2
C 4.23555 -1.99588 -7.71816 0.1 0.3 0.0
C -3.60439 2.41866 3.73877 -0.3 -0.4 -0.2
C -0.80115 0.76362 0.66777 1.6 0.0 -0.5
C -1.07646 4.65083 1.26755 0.5 1.5 -0.8
C 0.04479 3.05451 3.56971 0.4 1.1 0.5
C 4.50873 -4.56585 -2.70290 -1.9 1.3 -0.6
C 7.97166 -4.69338 0.98547 -0.3 -0.3 0.2
H -6.94496 3.71447 2.29828 -0.2 0.4 -0.2
H 3.17228 -4.75552 2.63710 0.1 -0.5 0.1
H 10.79627 -4.85503 -0.10464 -0.3 0.2 0.1
H -5.63034 -0.81716 2.84125 -0.1 -0.3 -0.1
H 7.18203 -4.63950 -2.17867 0.2 -0.1 0.1
H 4.71033 -4.96265 1.81354 0.1 0.2 -0.4
H -4.00849 -1.51116 3.03079 0.0 -0.2 -0.2
H 9.42510 -3.76352 2.20201 -0.1 0.0 0.4
H -0.92278 4.67634 4.55334 -0.7 0.1 -0.3
H 0.19228 5.20664 3.32886 0.3 -0.1 0.1
H -2.19612 -3.27248 1.54994 -0.1 -0.2 0.2
H 4.82973 -5.39843 -3.33453 0.8 -0.1 0.5
H -2.52937 7.20182 -1.48465 0.0 -0.1 0.0
H -1.08621 0.34327 -3.73178 -0.3 -0.2 0.3
H -3.05267 4.82987 0.47532 -0.1 0.0 -0.4
H 7.29314 -2.17527 -1.02251 0.1 -0.3 -0.5
H -2.53778 3.62609 -2.82919 -0.1 0.0 0.1
H 6.11761 -2.88044 0.04111 0.1 0.2 0.1
H 0.56350 0.35170 -3.25540 0.0 0.3 0.5
H 3.83286 -4.00629 -3.36075 0.2 -0.2 -0.1
H -4.73650 3.78009 1.40990 0.0 -0.6 -0.1
H 8.56679 -5.12476 3.01608 0.2 -0.2 0.1
H -5.53466 4.96056 0.52478 -0.7 0.0 -0.3
H 11.87786 -5.76190 0.94288 0.1 0.2 -0.2
H -1.70044 5.13247 -0.70799 -0.3 -0.5 -0.1
H -3.93619 6.78688 -0.46771 -0.3 0.4 -0.2
H -3.41554 0.52359 -1.21019 0.3 1.0 0.7
H -4.78744 0.78292 4.35017 0.1 0.0 0.2
H -2.42834 -0.76344 1.74636 1.3 -0.5 1.0
H 3.53740 -0.66974 -5.24227 0.2 -0.4 0.1
H 2.36308 -1.11074 -2.73777 0.2 0.0 -0.2
H -3.99383 -2.42515 -1.19377 0.2 -0.2 0.2
H 1.13874 -1.85103 -6.71935 0.0 -0.1 0.0
H -4.04129 1.54831 -2.34855 0.3 1.0 -0.3
H -1.98656 -1.46235 0.26821 3.5 0.3 2.0
H 2.03895 -2.67084 -0.22546 0.2 0.1 0.1
H 0.30434 -3.32845 -3.28649 0.4 -0.2 0.1
H 0.50312 2.92577 4.56228 -0.1 0.0 0.0
H 3.85682 -4.86906 -1.87516 0.3 -0.6 0.1
H -6.76014 2.27421 1.42752 0.0 0.0 -0.4
H -3.07259 0.42382 4.37025 0.3 -0.4 -0.6
H -0.68025 3.68683 0.94976 -0.6 -0.3 0.0
H -5.48206 -0.74489 0.41708 -0.1 0.1 0.3
H -3.11339 2.77798 4.65001 0.1 -0.2 0.1
H 0.05932 1.41476 0.84907 -0.2 0.1 0.0
H 1.24171 -3.76429 2.48446 -0.1 0.1 0.1
H -4.38166 4.66680 4.83340 0.4 0.2 -0.1
H 2.23450 -0.59340 -7.36543 -0.3 0.3 0.3
H -1.17358 -2.77716 2.88759 0.3 0.1 0.1
H -4.19430 1.95566 0.63936 0.1 0.1 0.0
H 4.12306 -1.27100 -8.53780 -0.2 -0.2 -0.1
H 6.02431 -4.99483 -0.86052 0.1 -0.1 0.0
H -5.80729 4.79134 3.82051 0.0 0.1 0.2
H -3.26537 -0.92640 -1.75618 -0.1 -0.4 0.0
H 3.18528 -5.63399 1.07576 0.3 -0.3 0.2
H -4.95470 -2.32925 0.94021 0.0 0.0 0.0
H 1.68390 -4.34136 -0.06263 0.1 -0.4 0.4
H 4.74458 -2.88769 -8.07598 0.2 0.2 0.0
H 2.94470 3.39172 2.00356 -0.3 0.2 -0.3
H -1.74565 2.12694 -3.20936 -0.1 -0.4 0.5
H -0.82669 0.60090 -0.41667 -0.4 0.2 0.2
H 2.61971 -2.86594 -2.57016 0.1 0.4 0.2
H -1.71289 1.27130 0.99223 -0.1 -0.4 0.2
H -9.30038 3.50844 1.88142 -0.4 0.3 -0.1
H 1.13857 -2.06488 1.89344 0.3 -0.1 0.1
H -2.99662 8.35025 -0.23344 -0.4 0.0 0.0
H -9.10018 2.12513 0.84762 -0.2 0.0 -0.1
H -0.72078 2.28498 3.46557 0.1 -0.1 -0.4
H 4.85114 -1.47381 -6.97473 0.0 -0.3 0.2
H -5.43928 1.22097 -0.26952 -0.2 0.1 -0.5
H -9.95916 3.50955 0.18081 0.2 0.5 -0.1
H -0.20311 5.31792 1.16614 0.1 0.0 0.5
H 11.48914 -4.11080 1.39049 -0.3 0.2 0.0
H -2.96923 2.68472 2.88651 0.0 0.0 0.0
H 6.96737 -4.77295 1.42764 0.0 -0.2 -0.1
H 2.78899 2.79282 3.61804 0.0 0.3 0.2
H -2.22550 -2.05599 -0.95192 -0.3 -0.6 -0.4
H -0.63366 -0.13521 -2.02536 -0.2 -0.3 -0.1
H -4.30754 5.03703 3.03195 0.7 -0.3 0.1
H 8.17240 -5.52986 0.30394 -0.3 -0.1 0.1
H 2.26158 4.46222 3.28586 0.0 0.1 -0.2
H 0.40846 -2.32036 -1.83348 -0.1 0.1 0.1
H 1.91656 -0.31749 -4.81514 -0.4 -0.2 -0.4
H -0.95338 3.31576 -2.14873 0.1 -0.1 0.0

22
Properties=species:S:1:pos:R:3:forces:R:3 method="wB97M-V/def2-TZVPD" multiplicity=3 mol_weight_g_mol=312.065 homo_ha="-0.7909 / -0.7916" de_lowest_ev=0.694 total_charge=+3 s_squared=2.01
Mo -0.78925 -0.87539 -1.45776 -1.2 0.1 0.5
O -0.13143 2.19924 -1.49056 -2.3 -5.3 0.7
O 0.60121 -0.23970 1.64384 0.3 0.5 1.5
O -5.85727 -1.77542 0.68004 3.2 0.4 -0.8
O 1.24790 0.88531 3.56689 -0.1 -0.2 0.8
O -1.96840 -1.41434 -4.36198 2.0 1.0 5.3
O 2.21267 -1.79659 -0.92072 -5.0 1.5 -1.1
O -1.96574 -3.04970 0.51181 2.4 5.1 -3.4
N 2.44117 1.10437 0.54040 0.4 0.0 -0.7
C -4.76080 -1.64243 0.38095 -3.2 -0.3 0.8
C -1.57149 -2.15638 -0.13581 -4.1 -7.3 5.3
C 1.13261 -1.42910 -1.15646 6.9 -1.6 1.1
C 1.54308 1.84440 1.45479 0.5 0.5 0.9
C -0.50630 1.08614 -1.42643 2.7 6.7 -1.6
C -1.53764 -1.20315 -3.30126 -2.4 -1.0 -7.3
C 1.06094 0.68883 2.35603 -1.8 -1.1 -2.7
H 0.70938 2.24353 0.87444 0.1 0.2 0.5
H -1.94794 0.13872 -0.71773 0.4 0.0 0.6
H 1.91487 0.67400 -0.23714 0.6 0.4 0.6
H 2.91523 0.34302 1.04460 0.3 0.2 -0.3
H 2.13169 2.60525 1.96872 -0.2 0.1 -0.1
H 3.12551 1.76939 0.18335 0.5 -0.1 -0.4

34
Properties=species:S:1:pos:R:3:forces:R:3 method="wB97M-V/def2-TZVPD" mol_weight_g_mol=208.226 homo_ha=-0.2926 de_lowest_ev=0.000
P 2.21333 0.37943 0.74140 0.8 -0.5 0.2
P 3.89865 0.55137 1.87319 0.7 -1.9 -1.1
N -2.35646 1.37347 0.30182 -2.3 0.9 -0.1
N 2.48724 -0.97922 -0.18485 -1.7 0.7 0.1
C 0.80318 -2.89851 -0.59635 1.0 3.2 2.2
C 4.48606 -0.92379 -1.50986 1.3 0.1 -2.4
C 1.40341 -1.45269 -1.02876 -0.9 -1.0 -0.2
C 3.72321 -1.63762 -0.41824 1.7 0.0 2.3
C -2.76368 0.58150 2.63256 -1.8 0.3 2.2
C -3.72797 1.54561 -1.74013 -1.3 0.1 -1.1
C -2.35034 1.70925 1.71106 1.9 -0.4 1.0
C -3.57816 1.96879 -0.32802 0.1 -1.2 0.7
H -3.98073 0.46687 -1.82202 0.3 0.7 -0.1
H 3.35492 1.68526 2.25702 -1.0 2.4 1.2
H 5.52893 -1.23953 -1.70996 -0.4 -0.3 0.7
H 3.46293 -2.70265 -0.53221 0.8 0.3 -0.2
H -2.80556 0.85083 3.76909 0.5 -0.2 -2.1
H 1.24873 -3.62946 -1.16245 0.9 -1.9 -1.3
H -0.25252 -2.91995 -0.65624 -1.1 0.0 -0.5
H 0.59261 -0.69525 -0.99010 0.4 -0.5 -0.2
H -2.90366 1.79867 -2.39774 0.4 -0.1 0.0
H -2.76902 2.67017 1.96542 -0.9 0.3 -0.1
H -3.74632 3.04410 -0.23557 0.9 0.4 0.1
H 4.36949 -1.48806 0.58167 -1.3 -0.8 -2.2
H -1.56320 1.80036 -0.12703 0.6 0.2 -0.4
H -4.57953 2.16861 -2.09073 0.2 -0.7 -0.3
H -4.48489 1.58798 0.15851 0.4 -0.3 0.4
H -2.19652 -0.29780 2.49847 1.5 -0.7 0.0
H 1.82450 -1.52069 -2.06410 -0.7 0.0 0.6
H 4.57303 0.11488 -1.26978 0.1 0.7 0.7
H 1.00309 -3.08763 0.49424 0.1 0.3 -1.0
H 4.13080 -0.83553 -2.57627 -0.7 -0.8 1.1
H -1.30582 1.89165 1.97823 0.2 -0.1 0.0
H -3.73974 0.11957 2.47775 -0.6 0.7 -0.4